C3H9N5 | ωB97M-V/def2-TZVPD

Calculated values
F_max, eV Å⁻¹: 6.642
Gap between HOMO and LUMO, eV: 8.1202

```
! RIJCOSX wB97M-V def2-TZVPD def2/J DEFGRID3
* xyz 0 1
N 1.18 -1.05 0.98
N -0.36 -0.17 -1.27
N -1.05 -0.83 -0.29
N 1.10 -0.27 -1.24
N -0.05 -0.88 1.24
C 1.74 -0.82 -0.14
C -0.77 1.22 -1.41
C -0.47 0.28 2.08
H -1.82 1.28 -1.04
H -0.30 1.54 -2.34
H -0.22 -0.13 3.04
H -0.29 1.87 -0.55
H -1.16 -1.88 -0.37
H -0.19 1.35 1.80
H 1.51 -0.56 -2.17
H -1.64 0.06 2.13
H 2.78 -1.01 -0.45
*
```